1.
{
  "formula": "C5H9NO",
  "method": "ωB97M-V/def2-TZVPD",
  "lumo_energy_ev": 0.908,
  "smiles": "CC1(C)CN1C=O",
  "e_tot_ha": -325.87436,
  "e_above_lowest_kcal_mol": 39.7,
  "symbols": ["O", "N", "C", "C", "C", "C", "C", "H", "H", "H", "H", "H", "H", "H", "H", "H"],
  "positions_angstrom": [[2.335, 1.687, 0.661], [0.356, 1.069, -0.297], [-0.198, 0.828, 1.022], [0.437, -1.484, 0.087], [1.712, 1.367, -0.327], [-1.701, -0.321, -0.693], [-0.349, -0.197, -0.036], [1.433, -1.312, 0.507], [2.158, 1.429, -1.333], [0.545, -1.967, -0.890], [-2.173, 0.663, -0.757], [-1.009, 1.505, 1.268], [-2.337, -0.975, -0.084], [0.510, 0.626, 1.824], [-1.621, -0.741, -1.700], [-0.097, -2.176, 0.749]]
}


2.
{
  "formula": "C5H9NO2",
  "method": "ωB97M-V/def2-TZVPD",
  "lumo_energy_ev": 0.861,
  "smiles": "N/C=C/CCC(=O)O",
  "e_tot_ha": -401.14523,
  "e_above_lowest_kcal_mol": 19.8,
  "symbols": ["O", "O", "N", "C", "C", "C", "C", "C", "H", "H", "H", "H", "H", "H", "H", "H", "H"],
  "positions_angstrom": [[1.222, -2.403, 2.747], [2.424, -1.661, 1.015], [-1.949, 2.186, -1.893], [-0.931, 1.318, -1.528], [0.130, -1.096, 1.031], [0.459, -0.092, -0.058], [1.265, -1.749, 1.743], [-0.707, 0.822, -0.303], [1.359, 0.479, 0.212], [-1.350, 1.101, 0.522], [-0.480, -1.959, 0.745], [-0.172, 1.210, -2.296], [0.726, -0.501, -1.031], [-0.450, -0.572, 1.790], [3.144, -2.080, 1.497], [-2.160, 2.240, -2.880], [-2.529, 2.758, -1.312]]
}


3.
{
  "formula": "C5H9NO2",
  "method": "ωB97M-V/def2-TZVPD",
  "lumo_energy_ev": -0.018,
  "e_tot_ha": -400.79367,
  "e_above_lowest_kcal_mol": 240.4,
  "symbols": ["O", "O", "N", "C", "C", "C", "C", "C", "H", "H", "H", "H", "H", "H", "H", "H", "H"],
  "positions_angstrom": [[1.627, 1.332, -0.422], [0.513, -0.651, -0.004], [-2.907, -0.286, -0.383], [1.679, 0.201, -0.046], [-1.034, 0.896, 0.659], [-0.631, -0.144, -0.428], [2.902, -0.802, 0.199], [-1.873, -0.403, 0.297], [-0.670, 1.065, 1.657], [2.654, -1.677, 1.128], [-3.849, 0.894, -0.080], [3.786, -0.104, 0.547], [-3.500, -1.620, -0.264], [-1.899, -1.063, 1.192], [-1.024, -0.203, -1.584], [-1.569, 2.019, 0.478], [3.043, -1.241, -1.075]]
}


4.
{
  "formula": "C5H9NO2",
  "method": "ωB97M-V/def2-TZVPD",
  "lumo_energy_ev": 0.732,
  "smiles": "CC(C)(N)[C@H]1OC1=O",
  "e_tot_ha": -401.10001,
  "e_above_lowest_kcal_mol": 48.2,
  "symbols": ["O", "O", "N", "C", "C", "C", "C", "C", "H", "H", "H", "H", "H", "H", "H", "H", "H"],
  "positions_angstrom": [[-2.453, 1.972, -0.774], [-0.120, 1.961, -1.206], [-0.945, -0.653, -0.899], [1.526, -0.475, -0.554], [0.174, -0.182, 0.077], [0.040, -0.773, 1.480], [-0.134, 1.295, 0.103], [-1.316, 1.628, -0.724], [1.686, -1.549, -0.628], [0.822, -0.383, 2.131], [-1.844, -0.755, -0.438], [2.317, -0.034, 0.052], [1.568, -0.044, -1.551], [0.134, -1.856, 1.433], [-0.729, -1.537, -1.348], [0.200, 1.906, 0.931], [-0.926, -0.522, 1.915]]
}


5.
{
  "formula": "C5H9NO2",
  "method": "ωB97M-V/def2-TZVPD",
  "lumo_energy_ev": 0.815,
  "smiles": "C[C@H](C=O)N(C)C=O",
  "e_tot_ha": -401.13277,
  "e_above_lowest_kcal_mol": 27.6,
  "symbols": ["O", "O", "N", "C", "C", "C", "C", "C", "H", "H", "H", "H", "H", "H", "H", "H", "H"],
  "positions_angstrom": [[-1.404, 0.390, 1.453], [0.751, -2.221, 0.086], [0.457, 0.609, 0.238], [-0.130, -1.628, -0.457], [-1.223, 0.399, -1.607], [1.771, 1.257, 0.079], [-0.002, -0.161, -0.905], [-0.342, 0.969, 1.259], [2.569, 0.516, 0.116], [-2.183, 0.040, -1.225], [-0.019, 1.760, 1.940], [1.748, 1.768, -0.886], [-1.260, 0.050, -2.644], [-1.031, -2.144, -0.840], [0.785, -0.149, -1.663], [-1.260, 1.487, -1.638], [1.921, 1.999, 0.861]]
}


6.
{
  "formula": "C5H9NO2",
  "method": "ωB97M-V/def2-TZVPD",
  "lumo_energy_ev": 0.817,
  "smiles": "C=C=N[C@@](C)(O)OC",
  "e_tot_ha": -401.08338,
  "e_above_lowest_kcal_mol": 58.6,
  "symbols": ["O", "O", "N", "C", "C", "C", "C", "C", "H", "H", "H", "H", "H", "H", "H", "H", "H"],
  "positions_angstrom": [[1.565, 0.787, 0.980], [0.520, -0.487, -0.734], [-0.690, 0.755, 0.808], [0.870, -1.709, -0.111], [-1.535, -0.118, 0.619], [0.551, 1.904, -0.923], [0.521, 0.742, 0.066], [-2.597, -0.866, 0.691], [0.482, 2.837, -0.369], [1.471, 1.864, -1.503], [-2.768, -1.510, 1.536], [2.390, 0.941, 0.504], [-3.350, -0.854, -0.075], [1.486, -1.584, 0.782], [-0.039, -2.241, 0.181], [1.418, -2.288, -0.854], [-0.297, 1.828, -1.597]]
}